Record 1
Entry from the OMol25 dataset: a gas-phase ion, C8H17N2O2 (charge +1) in a non-equilibrium geometry (wB97M-V/def2-TZVPD).

Last column: Löwdin charge in e.
CARTESIAN COORDINATES (ANGSTROEM)
C  -2.37874  2.12097  0.66246  -0.0719
C  -2.87180  0.67885  0.35608  -0.1212
N  -1.73076  -0.34056  0.26496  -0.0447
C  -0.44717  -0.14101  0.23370  -0.0535
N  0.24096  -1.16110  -0.16691  -0.0825
O  1.58767  -1.34818  0.02059  -0.0027
C  2.44469  -0.26683  -0.55127  -0.3887
C  2.09837  0.05214  -2.04265  0.0164
O  2.35611  0.93129  0.10204  -0.1675
C  2.72282  1.08103  1.50491  0.0093
C  -0.63845  -2.33500  -0.30652  -0.0362
C  -1.99356  -1.78541  0.01912  -0.0714
H  -1.90481  2.25331  1.62040  0.0680
H  -1.51543  2.28709  -0.06677  0.0877
H  -3.03779  2.99290  0.48329  0.0951
H  -3.62712  0.29473  1.01280  0.1091
H  -3.27722  0.65609  -0.73907  0.1572
H  0.08319  0.82044  0.46595  0.1791
H  3.47561  -0.79180  -0.47321  0.1915
H  2.16475  -0.85202  -2.66397  0.0973
H  2.91247  0.78940  -2.19561  0.1037
H  1.12963  0.58863  -1.93354  0.0856
H  1.98717  0.55296  2.05756  0.0731
H  2.59155  2.12025  1.61504  0.0922
H  3.66515  0.60452  1.63528  0.0965
H  -0.26719  -3.07233  0.39607  0.1356
H  -0.55981  -2.72983  -1.42162  0.1826
H  -2.69615  -1.82474  -0.77789  0.1211
H  -2.51413  -2.17580  0.88878  0.1393

Computed properties:
Charge: +1
Relative energy (zero: lowest compared OMol25 entry of this formula, charge and spin), kJ/mol: 271.3
Electronic energy, eV: -15637.559
Orbital gap, eV: 10.3357
SMILES string: CCN1C=[N+](O[C@@H](C)OC)CC1
E_HOMO, eV: -13.1


Record 2
Entry from the OMol25 dataset: a single C8H17N3 molecule in a non-equilibrium geometry (wB97M-V/def2-TZVPD).

Last column: Löwdin charge in e.
CARTESIAN COORDINATES (ANGSTROEM)
C  0.79040  -5.50185  -0.75340  -0.1323
C  0.43642  -4.22501  0.05358  -0.2635
N  0.37171  -3.15579  -0.97549  0.1147
C  0.08764  -2.12937  -0.44439  -0.2945
N  -0.46674  -1.08709  -0.31446  0.1015
C  -0.14201  -0.01385  -1.18712  -0.2513
C  -0.38095  1.34651  -0.57847  -0.2413
C  0.37579  1.73615  0.68249  -0.2420
N  0.14120  3.09181  1.21200  -0.2771
C  -1.28673  3.24907  1.77870  -0.0895
C  0.29070  4.06254  0.14438  -0.1501
H  0.67826  -6.43781  -0.17052  0.0589
H  0.18274  -5.56672  -1.72709  0.0862
H  1.86618  -5.55763  -1.19214  0.0882
H  1.16856  -3.98242  0.83236  0.1086
H  -0.47493  -4.48230  0.56255  0.0979
H  -0.76826  0.03975  -2.16736  0.1552
H  0.96869  -0.13800  -1.28927  0.1315
H  -0.08331  1.97430  -1.44251  0.0935
H  -1.50234  1.34978  -0.40668  0.1345
H  0.25088  1.03470  1.59608  0.1408
H  1.48288  1.72356  0.49786  0.1228
H  -1.62615  2.42551  2.35837  0.0534
H  -1.32768  4.13548  2.47133  0.0887
H  -1.99788  3.36393  0.93151  0.0759
H  -0.21623  5.01459  0.52251  0.0978
H  -0.20033  3.64667  -0.91632  0.1092
H  1.38147  4.08350  -0.07851  0.0824

Computed properties:
Relative energy (zero: lowest compared OMol25 entry of this formula, charge and spin), kJ/mol: 256.8
Electronic energy, eV: -13038.020
Orbital gap, eV: 9.4210
SMILES string: CCN=C=NCCCN(C)C
E_HOMO, eV: -8.5


Record 3
Entry from the OMol25 dataset: a gas-phase ion, C8H17N3 (charge +2) in a non-equilibrium geometry (wB97M-V/def2-TZVPD).

Last column: Löwdin charge in e.
CARTESIAN COORDINATES (ANGSTROEM)
C  -4.99036  0.10698  -0.55502  -0.0616
N  -3.85572  0.10506  0.29374  -0.0283
C  -2.68868  -0.09269  -0.21865  -0.0878
C  -1.43630  -0.39352  0.20491  0.1073
N  -0.22729  -0.25341  0.53887  -0.0922
C  0.35408  1.12505  0.66085  -0.0368
C  1.72400  1.15031  -0.04071  -0.0774
N  2.66394  -0.08747  0.15836  -0.1470
C  3.89525  0.16724  -0.64157  0.0268
C  1.87590  -1.36849  -0.15996  -0.0366
C  0.65902  -1.37003  0.83575  -0.0623
H  -5.42187  1.14252  -0.57695  0.1267
H  -4.76611  -0.25777  -1.52372  0.0871
H  -5.74821  -0.57732  -0.20504  0.1037
H  -4.21986  -0.21779  1.24435  0.2128
H  -2.68418  0.26854  -1.22325  0.1582
H  0.45767  1.28764  1.78310  0.1711
H  -0.36694  1.79452  0.28129  0.1299
H  1.73333  1.49480  -1.14448  0.1761
H  2.16324  2.08949  0.23763  0.1299
H  2.73613  -0.05105  1.18816  0.1843
H  3.52511  0.22416  -1.57307  0.0606
H  4.38509  1.10939  -0.38949  0.1186
H  4.76661  -0.56535  -0.32630  0.1739
H  2.67741  -2.15771  -0.01786  0.1644
H  1.52771  -1.22038  -1.30487  0.1985
H  0.15026  -2.29176  0.63731  0.1411
H  1.11078  -1.16096  1.83662  0.1591

Computed properties:
Charge: +2
Relative energy (zero: lowest compared OMol25 entry of this formula, charge and spin), kJ/mol: 256.1
Electronic energy, eV: -13021.888
Orbital gap, eV: 8.8261
SMILES string: CNC=C=[N+]1CC[NH+](C)CC1
E_HOMO, eV: -16.0


Record 4
Entry from the OMol25 dataset: a gas-phase ion, C8H17N4 (charge +1) in a non-equilibrium geometry (wB97M-V/def2-TZVPD).

Last column: Löwdin charge in e.
CARTESIAN COORDINATES (ANGSTROEM)
H  0.37577  -2.19063  1.04149  0.1540
N  -0.09940  -1.21166  0.90079  0.1392
C  0.47065  -0.16881  0.40849  -0.2947
C  -0.18887  1.15111  0.66633  -0.0001
C  -1.43236  1.57705  0.27540  -0.0115
N  -2.40263  0.80908  -0.56359  0.1149
C  -3.16757  -0.12478  -0.06325  -0.4409
N  -2.68195  -1.03348  0.76660  0.2128
N  -4.33537  -0.41925  -0.67614  0.2048
C  1.91012  -0.08393  -0.06336  -0.5253
C  1.89188  0.98202  -1.22897  -0.0375
C  2.48477  -1.42108  -0.58895  -0.0596
C  2.86086  0.39007  1.05490  -0.0264
H  0.38206  1.79236  1.30225  0.1248
H  -1.82367  2.52721  0.56978  0.1102
H  -2.57757  1.36431  -1.37172  0.1520
H  -3.18764  -1.80496  1.09125  0.1122
H  -1.69465  -0.92614  1.10291  0.0515
H  -4.83867  0.26108  -1.18562  0.1148
H  -4.82500  -1.13965  -0.18563  0.1193
H  1.24564  1.79022  -1.05003  0.0433
H  1.70496  0.52505  -2.25612  0.1107
H  2.92272  1.34569  -1.39700  0.0937
H  1.68765  -2.03433  -1.15106  0.1125
H  3.23051  -1.31548  -1.30948  0.0654
H  2.77167  -2.11160  0.16366  0.0672
H  3.21742  1.46531  0.87773  0.1125
H  3.77957  -0.21513  0.88871  0.0955
H  2.31911  0.22036  1.98062  0.0848

Computed properties:
Charge: +1
Relative energy (zero: lowest compared OMol25 entry of this formula, charge and spin), kJ/mol: 27.0
Electronic energy, eV: -14524.865
Orbital gap, eV: 10.6846
SMILES string: [H]/N=C(/C=C\NC(N)=[NH2+])C(C)(C)C
E_HOMO, eV: -13.5


Record 5
Entry from the OMol25 dataset: a molecular structure, C8H17N7O3W (wB97M-V/def2-TZVPD).

Last column: Löwdin charge in e.
CARTESIAN COORDINATES (ANGSTROEM)
W  0.10387  0.80334  -0.59296  1.9173
N  1.71262  0.86103  -2.34203  -0.0142
C  2.05185  2.20950  -2.95802  -0.0397
C  0.81715  3.01755  -3.04827  0.1472
O  1.11915  2.05917  -0.14107  -0.2580
N  -0.25097  3.40702  -3.15748  0.2991
C  -1.66779  3.27637  -2.76105  0.1118
C  -1.50853  2.01096  -1.91638  -0.4612
O  -1.57667  1.96549  -0.63732  0.0058
O  -0.90882  1.00672  -2.41647  -0.0668
H  2.60101  0.50971  -1.96771  0.1493
H  1.47654  0.23082  -3.11174  0.1333
H  2.45909  2.08353  -3.96757  0.1813
H  2.78649  2.74441  -2.34988  0.1693
H  -2.27685  3.12803  -3.65775  0.1870
H  -1.99003  4.15114  -2.19428  0.1827
C  -0.39350  0.02860  3.99011  0.0608
N  -0.34043  -1.19133  3.13834  -0.0503
C  -0.47456  -2.49704  3.84103  0.0667
C  -0.19201  -1.11802  1.85678  -0.2895
N  0.07019  0.09293  1.22975  -0.0177
N  -0.23776  -2.25289  1.08190  0.2147
C  -0.09916  -2.35203  -0.27751  -0.3730
N  -0.16149  -3.54768  -0.80219  0.2929
N  0.04445  -1.24027  -1.02962  -0.0410
H  -0.85749  -0.24796  4.93278  0.1273
H  -1.01514  0.79341  3.52730  0.1158
H  0.61941  0.38352  4.19385  0.1351
H  -0.23076  -2.33677  4.88750  0.1276
H  0.24285  -3.21907  3.44980  0.1172
H  -1.50401  -2.85382  3.76918  0.1382
H  0.39009  0.77760  1.91851  0.1078
H  -0.42311  -3.11554  1.58302  0.1664
H  -0.31161  -4.38803  -0.25206  0.1769
H  -0.06987  -3.70644  -1.79966  0.1731
H  -0.00422  -1.47397  -2.01882  0.1070

Computed properties:
Charge: +4
Relative energy (zero: lowest compared OMol25 entry of this formula, charge and spin), kJ/mol: 30.2
Electronic energy, eV: -26927.021
Orbital gap, eV: 7.7011
E_HOMO, eV: -23.8


Record 6
Entry from the OMol25 dataset: 2 unconnected molecules or ions with the total composition C8H17NO in a non-equilibrium geometry (wB97M-V/def2-TZVPD).

Last column: Löwdin charge in e.
CARTESIAN COORDINATES (ANGSTROEM)
C  -0.83576  -0.63621  2.19832  -0.0435
C  -1.50797  0.08255  1.02046  -0.5874
C  -2.45439  1.17862  1.53122  -0.0450
C  -2.28836  -0.92052  0.15828  -0.0432
C  -0.45444  0.71187  0.20741  -0.2015
N  0.10422  1.60972  -0.28041  0.1884
H  -1.57887  -1.16293  2.78811  0.0842
H  -0.31723  0.07818  2.83604  0.0905
H  -0.09745  -1.35085  1.82888  0.0774
H  -3.00723  1.62605  0.70916  0.0869
H  -1.90051  1.97331  2.03432  0.0900
H  -3.16490  0.75160  2.23896  0.0861
H  -2.64670  -0.45184  -0.75975  0.0918
H  -3.14815  -1.29430  0.71321  0.0874
H  -1.65627  -1.76789  -0.10566  0.0734
C  1.64629  0.23991  -2.62346  -0.0759
C  2.13167  -0.41730  -1.35118  -0.3655
C  2.98736  0.46176  -0.47215  -0.0728
O  0.92722  -0.99170  -0.47170  -0.1464
H  1.15425  1.19043  -2.40005  0.0580
H  0.94308  -0.40544  -3.15149  0.0765
H  2.49297  0.42121  -3.27895  0.0793
H  2.65889  -1.35136  -1.58374  0.1251
H  2.49279  1.40980  -0.28838  0.0532
H  3.94545  0.64425  -0.96507  0.0845
H  3.17847  -0.03201  0.47776  0.0802
H  0.39556  -1.59689  -1.01017  0.0682

Computed properties:
Relative energy (zero: lowest compared OMol25 entry of this formula, charge and spin), kJ/mol: 188.6
Electronic energy, eV: -12108.415
Orbital gap, eV: 10.2263
SMILES string: CC(C)(C)C#N.CC(C)O
E_HOMO, eV: -9.5


Record 7
Entry from the OMol25 dataset: a molecular structure, C8H17NO2 in a non-equilibrium geometry (wB97M-V/def2-TZVPD).

Last column: Löwdin charge in e.
CARTESIAN COORDINATES (ANGSTROEM)
C  2.74055  -1.15977  -0.71094  -0.2137
H  3.76685  -0.98053  -0.63902  0.0771
H  2.46284  -1.98321  -1.52003  0.1538
H  2.44534  -0.21636  -1.30362  0.1269
C  2.21198  -1.23897  0.43669  -0.3886
C  2.76629  -2.57326  1.35611  -0.0327
H  3.84895  -2.42123  1.65386  0.0762
H  2.23312  -2.75835  2.12051  -0.0488
H  2.61115  -3.54643  0.59982  0.1334
H  2.22647  -0.44956  1.16086  0.1080
C  0.48284  -1.82229  0.31741  0.0326
H  0.16785  -2.03537  1.19437  0.0107
C  -0.07405  -0.29547  -0.30358  -0.2181
H  0.21857  -0.13159  -1.12194  0.0069
C  -1.56730  -0.87208  -0.75890  -0.2619
N  -2.32761  0.22126  -0.98315  -0.0317
H  -3.27109  0.15343  -1.20035  0.0709
H  -1.92978  0.61152  -1.89135  0.1371
H  -1.67646  -1.70241  -1.48442  0.1080
H  -2.18013  -1.34771  0.34157  0.1891
C  -0.26040  0.68919  0.67275  -0.1829
C  -0.86196  1.77369  0.20028  -0.5875
O  -0.50054  2.30169  -0.94362  -0.0364
O  -1.83106  2.45566  0.93420  -0.0183
H  -2.15819  3.23789  0.02277  0.2963
H  -1.05694  0.49763  1.55256  0.1988
H  0.77703  1.09768  1.19372  0.2162
H  0.32821  -2.58126  -0.40106  0.0787

Computed properties:
Relative energy (zero: lowest compared OMol25 entry of this formula, charge and spin), kJ/mol: 962.9
Electronic energy, eV: -14147.073
Orbital gap, eV: 9.4009
E_HOMO, eV: -8.7


Record 8
Entry from the OMol25 dataset: a gas-phase ion, C8H17O2 (charge +1) in a non-equilibrium geometry (wB97M-V/def2-TZVPD).

Last column: Löwdin spin population.
CARTESIAN COORDINATES (ANGSTROEM)
C  0.27709  1.94640  0.41799  0.0271
C  -1.00523  1.12135  0.75763  0.0156
C  2.31684  0.88336  0.53228  0.5673
C  -0.38439  -0.68147  -0.82624  0.6518
C  3.45305  0.50177  1.31727  0.1052
C  -0.35525  -1.99377  -0.13546  0.0808
C  -0.52823  -0.82800  -2.30460  0.0757
C  -2.84203  -0.33094  -0.02433  0.0151
O  1.46069  1.56123  1.13986  0.2159
O  -1.51396  0.35464  -0.28575  0.0455
H  0.45009  1.86411  -0.63994  0.0081
H  -0.02218  2.87377  0.67536  0.0013
H  -0.86987  0.47588  1.68616  0.0011
H  -1.68450  1.84418  0.92946  0.0000
H  1.96693  0.43832  -0.34480  0.0568
H  4.07411  1.31629  1.53070  0.0236
H  4.13541  -0.25478  0.90285  -0.0006
H  3.14352  0.13059  2.33986  0.0272
H  -0.16796  -2.69258  -0.91348  0.0053
H  -1.27577  -2.33772  0.35697  0.0100
H  0.49023  -2.02855  0.52658  0.0212
H  0.26267  -1.58379  -2.57459  0.0011
H  -0.41443  0.13451  -2.67268  0.0072
H  -1.60361  -1.24493  -2.43691  0.0327
H  -3.18291  -0.69367  -1.06153  0.0018
H  -2.58055  -1.11682  0.60151  0.0014
H  -3.59977  0.34063  0.50584  0.0018

Computed properties:
Expectation value of S²: 2.01
Charge: +1
Electronic energy, eV: -12652.512
Spin multiplicity: 3
Orbital gap (alpha / beta), eV: 6.5744 / 9.7782
E_HOMO (alpha / beta), eV: -9.4 / -14.9